1.
Density functional theory data (the ωB97M-V functional and the def2-TZVPD basis) for a molecular structure, C36H52BrN3OP2Pd at a distorted geometry.

Geometry as XYZ:
```
96
C36H52BrN3OP2Pd (the ωB97M-V functional and the def2-TZVPD basis)
N -5.104 -1.171 2.705
C -4.103 -0.448 3.226
C -3.362 0.438 2.444
C -3.715 0.632 1.083
C -4.794 -0.133 0.550
C -5.475 -0.991 1.430
C -2.869 1.425 0.217
Pd -0.397 0.421 -2.973
P 1.946 0.631 -2.308
C -2.872 1.310 -1.153
C -2.035 2.137 -2.001
C -2.164 1.974 -3.449
C -1.227 2.631 -4.271
C -0.218 3.292 -3.603
C -0.372 3.845 -2.328
C -1.364 3.316 -1.496
Br 1.439 3.756 -4.671
H -2.075 1.993 0.732
H -3.223 0.368 -1.632
H -2.422 0.860 2.791
H -5.022 -0.155 -0.510
H -3.845 -0.576 4.283
H -6.331 -1.564 1.078
H -3.073 1.466 -3.836
H -1.653 3.699 -0.506
H -1.218 2.528 -5.348
H 0.274 4.651 -2.007
P -0.539 -1.947 -1.275
C 2.370 2.132 -1.276
C 3.308 3.125 -1.979
H 2.764 1.849 -0.277
H 1.378 2.584 -1.098
H 3.529 4.028 -1.382
H 4.271 2.678 -2.283
H 2.789 3.489 -2.892
C 1.893 0.765 -4.117
C 3.126 0.794 -4.998
H 1.368 1.722 -4.337
H 1.168 -0.011 -4.457
H 2.862 1.072 -6.024
H 3.839 1.541 -4.657
H 3.584 -0.191 -5.034
C 3.194 -0.653 -1.874
C 4.682 -0.213 -2.039
H 3.010 -1.566 -2.477
H 2.980 -0.899 -0.813
H 5.396 -1.048 -1.872
H 4.866 0.163 -3.067
H 4.933 0.581 -1.311
C 0.447 -3.089 -0.131
C 1.933 -3.342 -0.400
H -0.090 -4.058 -0.109
H 0.335 -2.641 0.877
H 2.222 -4.342 -0.037
H 2.182 -3.295 -1.467
H 2.550 -2.619 0.147
C -0.413 -2.894 -2.852
C -1.276 -2.266 -3.940
H -0.693 -3.935 -2.615
H 0.652 -2.870 -3.124
H -0.920 -2.574 -4.925
H -2.327 -2.541 -3.842
H -1.240 -1.151 -3.944
C -2.211 -2.579 -0.745
C -2.366 -2.991 0.722
H -2.427 -3.434 -1.406
H -2.931 -1.783 -0.986
H -3.425 -3.201 0.931
H -1.798 -3.897 0.967
H -2.054 -2.190 1.403
C 0.537 1.447 5.728
N 0.511 1.470 4.276
N 0.780 0.392 3.493
C 0.857 0.791 2.149
O 1.007 0.023 1.194
C 0.725 2.230 2.197
C 0.500 2.588 3.509
C 0.253 3.927 4.125
C 0.617 -0.953 3.903
C -0.443 -1.310 4.750
C -0.618 -2.648 5.120
C 0.204 -3.645 4.591
C 1.265 -3.298 3.754
C 1.471 -1.957 3.395
H 0.836 0.477 6.110
H -0.454 1.698 6.117
H 1.246 2.194 6.096
H 0.765 2.907 1.367
H -0.681 3.943 4.738
H 1.100 4.260 4.782
H 0.148 4.673 3.311
H -1.132 -0.533 5.093
H -1.411 -2.898 5.827
H 0.024 -4.689 4.835
H 1.951 -4.060 3.373
H 2.296 -1.663 2.737
```

Output
* energy: -136789.4778 eV
* gap between HOMO and LUMO (spin up / spin down): 5.61 / 5.61 eV
* highest occupied orbital energy (spin up / spin down): -5.806 / -5.807 eV

Atomic partial charges in e from the Löwdin method, atoms 1 to 6:
1 N 0.040
2 C -0.154
3 C -0.027
4 C -0.216
5 C -0.022
6 C -0.150

---

2.
Density functional theory data (the ωB97M-V functional and the def2-TZVPD basis) for a molecular structure, C36H53AsBiN6O4PS2Si2 at a distorted geometry.

Geometry as XYZ:
```
106
C36H53AsBiN6O4PS2Si2 (the ωB97M-V functional and the def2-TZVPD basis)
Bi -0.722 -0.800 0.426
C -4.404 1.654 3.855
C -4.995 0.409 3.709
C -4.536 -0.503 2.782
C -3.530 -0.134 1.859
C -2.885 1.146 2.097
C -3.298 2.015 3.054
N -3.028 -1.019 0.912
C -3.595 -2.018 0.166
C -5.008 -2.182 0.161
C -5.554 -3.456 -0.017
C -4.733 -4.506 -0.580
C -3.403 -4.324 -0.812
C -2.794 -3.119 -0.423
N -1.406 -3.003 -0.120
N -0.805 -4.113 0.314
C 0.207 -3.909 1.184
C 0.719 -5.096 1.890
C 1.410 -4.817 3.060
C 1.955 -3.505 3.305
C 1.623 -2.508 2.382
N 0.583 -2.643 1.535
H -4.767 2.319 4.643
H -5.718 0.091 4.454
H -4.958 -1.511 2.757
H -2.087 1.480 1.461
H -2.768 2.949 3.265
H -5.638 -1.309 0.415
H -6.603 -3.655 0.250
H -5.212 -5.442 -0.807
H -2.783 -5.175 -1.080
H 0.479 -6.145 1.618
H 1.528 -5.602 3.829
H 2.580 -3.290 4.136
H 2.120 -1.520 2.397
C -0.801 5.273 -0.182
C -2.155 4.735 0.016
C -3.236 5.702 0.440
O -2.512 4.176 -1.333
P -2.777 2.592 -1.486
S -4.343 2.046 -0.493
S -1.014 1.777 -1.090
O -3.022 2.409 -3.045
C -2.248 3.016 -4.177
C -2.842 4.373 -4.459
C -0.767 3.162 -3.927
H -0.436 5.729 0.777
H -0.708 6.066 -0.998
H -0.071 4.509 -0.432
H -2.119 3.914 0.751
H -3.308 6.515 -0.308
H -2.826 6.160 1.389
H -4.155 5.172 0.642
H -2.385 2.348 -4.998
H -2.758 4.993 -3.513
H -3.912 4.337 -4.766
H -2.325 4.847 -5.278
H -0.571 4.015 -3.302
H -0.408 3.542 -4.906
H -0.151 2.279 -3.697
C 5.179 -4.324 0.130
Si 4.678 -2.649 -0.559
C 4.810 -1.393 0.901
C 6.196 -1.987 -1.454
As 2.466 -2.693 -1.568
Si 2.700 -4.217 -3.393
C 3.664 -3.507 -4.917
C 3.626 -5.722 -2.708
C 1.000 -4.734 -4.077
H 5.924 -4.022 0.888
H 5.721 -4.851 -0.733
H 4.330 -4.890 0.518
H 5.887 -1.446 1.226
H 4.194 -1.749 1.766
H 4.486 -0.377 0.673
H 7.059 -2.162 -0.818
H 6.111 -0.906 -1.585
H 6.399 -2.551 -2.359
H 4.755 -3.819 -4.947
H 3.486 -2.424 -4.954
H 3.254 -3.931 -5.835
H 3.182 -6.086 -1.796
H 4.721 -5.517 -2.593
H 3.628 -6.474 -3.463
H 0.666 -3.886 -4.730
H 0.259 -4.841 -3.275
H 1.054 -5.608 -4.686
O -1.375 5.257 4.537
C -0.002 5.425 4.198
N 0.480 4.249 3.546
C 1.753 4.162 3.034
O 2.588 5.016 3.281
C 1.931 2.984 2.076
C 2.670 3.269 0.945
C 2.858 2.335 -0.028
C 2.243 1.072 0.161
N 1.540 0.802 1.266
C 1.327 1.744 2.157
H -1.771 5.928 5.170
H 0.657 5.604 5.119
H 0.207 6.282 3.555
H -0.221 3.490 3.388
H 3.180 4.262 0.818
H 3.374 2.542 -0.960
H 2.315 0.346 -0.634
H 0.684 1.553 3.013
```

Output
* energy: -168714.9844 eV
* gap between HOMO and LUMO (spin up / spin down): 4.86 / 5.02 eV
* highest occupied orbital energy (spin up / spin down): -6.679 / -6.852 eV

Atomic partial charges in e from the Löwdin method, atoms 1 to 6:
1 Bi 1.690
2 C -0.094
3 C -0.103
4 C -0.042
5 C -0.337
6 C -0.176

---

3.
Density functional theory data (the ωB97M-V functional and the def2-TZVPD basis) for a molecular structure, C36H53AuGe2IN2O2S at a distorted geometry.

Geometry as XYZ:
```
98
C36H53AuGe2IN2O2S (the ωB97M-V functional and the def2-TZVPD basis)
Au 0.888 -0.221 -0.664
C -0.136 1.103 4.185
C -0.011 1.243 2.669
Ge 0.990 -0.251 1.805
C 2.889 -0.436 2.412
C 3.021 -0.811 3.887
C 0.014 -1.890 2.283
C -0.599 -2.726 1.449
Ge -0.407 -2.365 -0.523
C -2.062 -1.850 -1.523
C -3.224 -2.839 -1.567
C 0.793 -3.637 -1.502
C 0.287 -5.071 -1.653
C -1.397 -3.898 1.871
C -1.965 -4.736 0.912
C -2.741 -5.827 1.266
C -2.967 -6.109 2.603
C -2.404 -5.292 3.574
C -1.631 -4.202 3.217
H -0.745 1.916 4.586
H 0.839 1.156 4.668
H -0.607 0.161 4.467
H 0.477 2.182 2.413
H -0.997 1.247 2.203
H 3.415 0.495 2.194
H 3.339 -1.209 1.789
H 2.664 -0.014 4.537
H 4.068 -0.997 4.133
H 2.458 -1.717 4.113
H -0.046 -2.061 3.357
H -1.712 -1.643 -2.538
H -2.398 -0.904 -1.093
H -2.930 -3.782 -2.031
H -4.039 -2.421 -2.161
H -3.608 -3.048 -0.570
H 1.752 -3.636 -0.980
H 0.952 -3.188 -2.484
H 0.178 -5.557 -0.684
H 0.993 -5.656 -2.244
H -0.676 -5.101 -2.166
H -1.796 -4.527 -0.137
H -3.173 -6.457 0.499
H -3.576 -6.956 2.889
H -2.574 -5.506 4.621
H -1.211 -3.584 3.998
N 3.863 -1.437 -2.449
C 4.204 -0.774 -1.342
O 3.427 -0.185 -0.575
C 5.678 -0.775 -1.000
I 6.775 0.315 -2.494
H 2.878 -1.442 -2.738
H 4.563 -1.835 -3.053
H 6.084 -1.783 -0.978
H 5.833 -0.282 -0.048
C -0.766 0.848 -3.596
C 0.710 0.368 -3.650
C 0.999 -0.207 -5.056
C 1.662 1.580 -3.419
N 0.951 -0.611 -2.688
H -0.878 1.762 -4.175
H -1.067 1.026 -2.567
H -1.409 0.076 -4.016
H 0.798 0.547 -5.818
H 0.372 -1.076 -5.249
H 2.045 -0.507 -5.130
H 1.390 2.384 -4.099
H 2.692 1.279 -3.610
H 1.590 1.926 -2.390
O 0.123 2.164 -0.334
S -0.359 3.297 -1.194
C 0.752 4.728 -0.842
C 0.970 5.003 0.608
C 1.827 4.194 1.351
C 2.072 4.480 2.684
C 1.466 5.571 3.290
C 0.603 6.373 2.559
C 0.345 6.082 1.228
C -1.868 3.917 -0.358
C -2.891 2.824 -0.439
C -3.476 2.509 -1.664
C -4.379 1.464 -1.764
C -4.702 0.717 -0.639
C -4.134 1.032 0.587
C -3.232 2.082 0.685
H 0.301 5.571 -1.368
H 1.686 4.457 -1.337
H 2.305 3.347 0.874
H 2.753 3.859 3.252
H 1.672 5.799 4.327
H 0.134 7.232 3.020
H -0.323 6.718 0.660
H -2.175 4.798 -0.924
H -1.598 4.182 0.664
H -3.225 3.092 -2.544
H -4.830 1.232 -2.719
H -5.405 -0.101 -0.714
H -4.395 0.461 1.468
H -2.799 2.339 1.644
```

Output
* energy: -180918.4437 eV
* gap between HOMO and LUMO: 4.86 eV
* charge: +1
* highest occupied orbital energy: -10.425 eV

Atomic partial charges in e from the Löwdin method, atoms 1 to 6:
1 Au 0.795
2 C -0.158
3 C -0.355
4 Ge 0.847
5 C -0.372
6 C -0.167

---

4.
Density functional theory data (the ωB97M-V functional and the def2-TZVPD basis) for a molecular structure, C36H53EuN4OP2 at a distorted geometry.

Geometry as XYZ:
```
97
C36H53EuN4OP2 (the ωB97M-V functional and the def2-TZVPD basis)
C -1.628 -1.105 -2.000
C 0.630 -1.627 -1.820
C -1.772 -2.048 -3.016
C 0.478 -2.779 -2.602
C -0.731 -2.943 -3.278
H -2.689 -2.024 -3.613
H 1.341 -3.426 -2.726
H -0.837 -3.705 -4.051
N -0.458 -0.958 -1.338
P -2.850 0.319 0.124
P 3.323 -0.324 -0.575
C -2.761 -0.128 -1.672
H -2.624 0.817 -2.229
H -3.717 -0.528 -2.033
C 0.292 2.658 2.568
O 0.341 3.578 3.258
C 1.956 -0.889 -1.881
H 2.573 -1.282 -2.707
C 4.756 0.404 -1.526
C 3.733 -0.769 1.192
C -3.636 2.048 0.067
C -4.028 -1.042 0.722
C 4.865 1.914 -1.251
H 5.047 2.153 -0.198
H 5.720 2.292 -1.830
H 3.980 2.462 -1.593
C 6.085 -0.283 -1.167
H 6.409 -0.103 -0.136
H 6.037 -1.363 -1.353
H 6.867 0.128 -1.822
C 4.576 0.249 -3.053
H 5.449 0.717 -3.542
H 4.559 -0.804 -3.363
H 3.682 0.763 -3.429
C 4.571 0.346 1.840
H 4.035 1.307 1.847
H 4.752 0.060 2.889
H 5.551 0.500 1.373
C 2.467 -0.949 2.059
H 2.035 0.028 2.367
H 1.713 -1.606 1.590
H 2.763 -1.439 3.002
C 4.508 -2.104 1.156
H 5.485 -2.003 0.666
H 4.675 -2.455 2.185
H 3.935 -2.871 0.613
C -4.543 -0.676 2.125
H -5.092 -1.540 2.532
H -3.722 -0.447 2.819
H -5.246 0.169 2.103
C -3.172 -2.321 0.804
H -2.777 -2.617 -0.178
H -2.326 -2.199 1.494
H -3.805 -3.141 1.177
C -5.220 -1.328 -0.209
H -5.883 -2.041 0.308
H -5.816 -0.438 -0.439
H -4.914 -1.805 -1.149
C -2.747 2.975 -0.793
H -2.783 2.716 -1.860
H -3.129 4.004 -0.697
H -1.693 2.984 -0.471
C -3.705 2.598 1.505
H -2.712 2.657 1.972
H -4.122 3.615 1.470
H -4.356 1.995 2.150
C -5.041 2.010 -0.544
H -5.052 1.562 -1.547
H -5.768 1.494 0.097
H -5.394 3.048 -0.649
Eu 0.099 0.421 0.800
N 2.214 0.974 -0.520
C 1.754 0.512 -1.746
C 1.185 1.368 -2.781
C 0.922 2.727 -2.504
C 0.948 0.849 -4.078
C 0.567 3.574 -3.556
H 1.020 3.083 -1.469
C 0.610 1.716 -5.117
H 1.039 -0.222 -4.261
C 0.432 3.079 -4.862
H 0.401 4.635 -3.367
H 0.498 1.316 -6.120
H 0.172 3.769 -5.671
N -1.631 -2.289 6.795
C -1.295 -1.910 5.535
C -0.831 -2.859 4.593
C -0.476 -2.424 3.326
N -0.564 -1.124 2.927
C -1.009 -0.215 3.839
C -1.389 -0.564 5.132
H -1.554 -3.245 7.106
H -1.940 -1.616 7.482
H -0.746 -3.908 4.865
H -0.094 -3.140 2.584
H -1.032 0.835 3.507
H -1.741 0.198 5.828
```

Output
* energy: -84097.4520 eV
* gap between HOMO and LUMO (spin up / spin down): 4.03 / 5.79 eV
* charge: +1
* expectation value of S²: 15.916
* highest occupied orbital energy (spin up / spin down): -6.778 / -8.492 eV
* multiplicity: 8

Atomic partial charges in e from the Löwdin method, atoms 1 to 6:
1 C -0.356
2 C -0.298
3 C -0.064
4 C -0.049
5 C -0.070
6 H 0.112

---

We obtain ΔE to the lowest compared entry with this formula, charge and spin values of 182.37; 160.21; 251.26; 0.00 kJ/mol for the records listed above, in that order.